# C44H37Cl6F6NO2

9 unconnected molecules or ions with the total composition C44H37Cl6F6NO2 (ωB97M-V/def2-TZVPD, the Open Molecules 2025 dataset).

Element x y z (Å)
F 8.169 16.430 12.432
C 8.071 16.449 11.087
C 6.756 16.346 10.615
C 6.534 16.501 9.260
C 7.586 16.711 8.398
C 8.872 16.901 8.902
C 9.153 16.638 10.252
H 5.886 16.092 11.201
H 5.576 16.393 8.772
H 7.362 16.741 7.342
H 9.711 17.011 8.230
H 10.163 16.558 10.627
F 11.683 22.894 18.291
C 10.986 21.802 17.995
C 10.564 21.051 19.018
C 9.766 19.977 18.738
C 9.311 19.724 17.469
C 9.841 20.441 16.401
C 10.679 21.511 16.659
H 10.896 21.179 20.037
H 9.421 19.362 19.557
H 8.542 18.972 17.368
H 9.531 20.172 15.402
H 10.859 22.135 15.796
F 16.729 10.257 17.463
C 15.874 10.403 18.453
C 15.224 11.628 18.628
C 14.110 11.681 19.451
C 13.819 10.626 20.297
C 14.599 9.466 20.258
C 15.604 9.333 19.297
H 15.385 12.454 17.951
H 13.482 12.554 19.543
H 12.990 10.679 20.987
H 14.336 8.672 20.941
H 16.092 8.373 19.220
F 14.367 14.773 16.439
C 13.314 15.407 15.802
C 12.583 14.640 14.926
C 11.420 15.111 14.315
C 11.034 16.432 14.586
C 11.774 17.148 15.506
C 12.937 16.675 16.124
H 13.018 13.658 14.812
H 10.787 14.515 13.674
H 10.115 16.868 14.226
H 11.522 18.186 15.667
H 13.495 17.348 16.759
F 11.198 17.516 19.173
C 11.533 16.434 19.968
C 12.873 16.073 20.021
C 13.340 15.013 20.753
C 12.418 14.289 21.483
C 11.022 14.631 21.455
C 10.590 15.726 20.705
H 13.566 16.586 19.370
H 14.388 14.769 20.840
H 12.630 13.379 22.026
H 10.219 14.078 21.920
H 9.525 15.904 20.681
F 14.079 17.711 10.537
C 13.321 16.586 10.259
C 13.089 15.702 11.298
C 12.517 14.477 11.097
C 12.019 14.187 9.852
C 12.270 15.019 8.788
C 13.001 16.173 8.933
H 13.397 15.972 12.297
H 12.221 13.808 11.892
H 11.432 13.333 9.548
H 11.868 14.720 7.831
H 13.124 16.750 8.029
C 14.373 20.915 18.323
Cl 14.853 19.955 16.869
Cl 15.756 21.680 19.141
Cl 13.664 19.888 19.558
H 13.680 21.695 18.008
C 11.825 9.624 14.934
Cl 12.573 8.098 15.453
Cl 11.698 9.732 13.170
Cl 12.691 11.029 15.446
H 10.848 9.624 15.417
C 12.146 19.491 12.649
C 12.943 20.491 13.157
C 12.829 21.751 12.531
C 12.012 22.001 11.467
C 11.350 20.885 10.877
C 11.410 19.647 11.510
N 11.977 23.324 10.872
O 11.403 23.429 9.797
O 12.436 24.294 11.455
H 12.122 18.539 13.157
H 13.600 20.339 14.000
H 13.474 22.511 12.946
H 10.612 21.035 10.104
H 10.870 18.817 11.079

The net charge is 0. The calculation puts the lowest unoccupied orbital energy at -0.0160 Ha. The multiplicity is 1. As for the molar mass: 938.5 Da. Its total energy is -5264.26139 a.u. The value obtained for the HOMO-LUMO gap is 0.322 Eh.

How positive or negative is each atom? The Löwdin charges in e answer that: number 1, F, carries 0.0460; number 2, C, carries -0.2697; number 3, C, carries -0.0075; number 4, C, carries -0.0970; number 5, C, carries -0.0985; number 6, C, carries -0.0655; number 7, C, carries -0.0181; number 8, H, carries 0.1154; number 9, H, carries 0.1061; number 10, H, carries 0.1019; number 11, H, carries 0.0981; number 12, H, carries 0.0956; number 13, F, carries 0.0664; number 14, C, carries -0.3311; number 15, C, carries -0.0622; number 16, C, carries -0.1036; number 17, C, carries -0.0892; number 18, C, carries -0.0902; number 19, C, carries 0.0003; number 20, H, carries 0.1196; number 21, H, carries 0.1072; number 22, H, carries 0.1070; number 23, H, carries 0.1050; number 24, H, carries 0.1153; number 25, F, carries 0.0871; number 26, C, carries -0.3024; number 27, C, carries -0.0073; number 28, C, carries -0.0917; number 29, C, carries -0.1013; number 30, C, carries -0.0798; number 31, C, carries -0.0132; number 32, H, carries 0.1077; number 33, H, carries 0.0837; number 34, H, carries 0.0950; number 35, H, carries 0.1003; number 36, H, carries 0.1125; number 37, F, carries 0.0265; number 38, C, carries -0.2580; number 39, C, carries -0.0376; number 40, C, carries -0.0693; number 41, C, carries -0.0890; number 42, C, carries -0.0854; number 43, C, carries -0.0102; number 44, H, carries 0.0675; number 45, H, carries 0.1034; number 46, H, carries 0.0968; number 47, H, carries 0.0906; number 48, H, carries 0.0795; number 49, F, carries 0.0113; number 50, C, carries -0.2338; number 51, C, carries -0.0352; number 52, C, carries -0.0982; number 53, C, carries -0.0882; number 54, C, carries -0.0603; number 55, C, carries -0.0234; number 56, H, carries 0.1018; number 57, H, carries 0.1146; number 58, H, carries 0.0935; number 59, H, carries 0.0991; number 60, H, carries 0.1114; number 61, F, carries 0.0299; number 62, C, carries -0.2223; number 63, C, carries -0.0346; number 64, C, carries -0.0850; number 65, C, carries -0.1028; number 66, C, carries -0.1178; number 67, C, carries -0.0059; number 68, H, carries 0.1118; number 69, H, carries 0.0980; number 70, H, carries 0.1079; number 71, H, carries 0.1091; number 72, H, carries 0.1129; number 73, C, carries -1.4822; number 74, Cl, carries 0.5200; number 75, Cl, carries 0.5209; number 76, Cl, carries 0.5680; number 77, H, carries -0.0028; number 78, C, carries -1.5656; number 79, Cl, carries 0.5218; number 80, Cl, carries 0.5091; number 81, Cl, carries 0.5702; number 82, H, carries 0.0171; number 83, C, carries -0.0886; number 84, C, carries -0.0364; number 85, C, carries -0.0075; number 86, C, carries -0.1457; number 87, C, carries 0.0275; number 88, C, carries -0.0660; number 89, N, carries -0.3505; number 90, O, carries 0.0692; number 91, O, carries 0.0764; number 92, H, carries 0.0847; number 93, H, carries 0.0848; number 94, H, carries 0.1187; number 95, H, carries 0.1156; number 96, H, carries 0.0911